Entry 1:
The molecule C2H4N4O, computed with ωB97M-V/def2-TZVPD.

Each line ends with the natural charge from an NBO analysis.
Element x y z (Å)
1 N 2.13 0.12 0.50  -0.794
2 C 1.28 0.20 -0.53  0.493
3 N 0.36 -0.62 -1.18  -0.177
4 N -0.93 -0.54 -0.62  -0.474
5 C -1.24 0.11 0.49  0.227
6 O -2.58 -0.01 0.64  -0.700
7 N 0.91 0.83 -1.55  -0.285
8 H 1.90 -0.53 1.23  0.414
9 H 2.61 0.96 0.78  0.409
10 H -1.62 -1.00 -1.21  0.390
11 H -2.82 0.48 1.44  0.497

Calculated values
Strongest force on any atom (eV/A): 0.608
Multiplicity: 1
Energy above the lowest of the compared OMol25 structures with the same formula, charge and spin (kJ/mol): 471.1
HOMO level (eV): -9.2
LUMO (eV): 0.8711
Kohn-Sham gap (eV): 10.09
E (a.u.): -372.7209

=====

Entry 2:
A cluster of 2 separate species, C4H12NO3 in total in a non-equilibrium geometry, computed with ωB97M-V/def2-TZVPD.

Each line ends with the natural charge from an NBO analysis.
Element x y z (Å)
1 C -2.04 -1.09 0.89  -0.605
2 C 3.25 0.53 0.26  -0.406
3 C -1.71 -0.52 -0.47  -0.008
4 C -1.89 1.01 -0.34  0.778
5 N 1.75 0.44 0.60  -0.699
6 O -0.31 -0.82 -0.73  -0.729
7 O -0.96 1.78 -0.18  -0.645
8 O -3.18 1.35 -0.23  -0.641
9 H -1.88 -2.23 0.72  0.243
10 H -2.98 -0.73 1.23  0.249
11 H -1.21 -0.72 1.50  0.197
12 H 3.77 1.21 1.00  0.246
13 H 3.63 -0.45 0.33  0.230
14 H 3.24 0.92 -0.77  0.234
15 H -2.36 -0.97 -1.13  0.214
16 H 1.20 1.33 0.59  0.464
17 H 1.63 0.07 1.54  0.429
18 H -0.12 -0.40 -1.52  0.479
19 H 1.23 -0.16 -0.05  0.463
20 H -3.16 2.29 -0.08  0.507

Calculated values
Strongest force on any atom (eV/A): 3.391
Multiplicity: 1
Energy above the lowest of the compared OMol25 structures with the same formula, charge and spin (kJ/mol): 80.3
HOMO level (eV): -14.6
LUMO (eV): -3.2116
Kohn-Sham gap (eV): 11.39
E (a.u.): -439.8440
Total charge: +1

=====

What did the first record say?
The molecule C2H4N4O, computed with ωB97M-V/def2-TZVPD.

Each line ends with the natural charge from an NBO analysis.
Element x y z (Å)
1 N 2.13 0.12 0.50  -0.794
2 C 1.28 0.20 -0.53  0.493
3 N 0.36 -0.62 -1.18  -0.177
4 N -0.93 -0.54 -0.62  -0.474
5 C -1.24 0.11 0.49  0.227
6 O -2.58 -0.01 0.64  -0.700
7 N 0.91 0.83 -1.55  -0.285
8 H 1.90 -0.53 1.23  0.414
9 H 2.61 0.96 0.78  0.409
10 H -1.62 -1.00 -1.21  0.390
11 H -2.82 0.48 1.44  0.497

Calculated values
Strongest force on any atom (eV/A): 0.608
Multiplicity: 1
Energy above the lowest of the compared OMol25 structures with the same formula, charge and spin (kJ/mol): 471.1
HOMO level (eV): -9.2
LUMO (eV): 0.8711
Kohn-Sham gap (eV): 10.09
E (a.u.): -372.7209